Entry a
ORCA calculation (ωB97M-V/def2-TZVPD) on an isolated molecule of C4H3NS.

```
9
Properties=species:S:1:pos:R:3:lowdin_charge:R:1
C 2.2375 -1.6214 -1.4069 -0.30
C 0.7042 -0.5055 0.0361 -0.58
C 0.9643 -1.0458 -1.2333 -0.09
C 0.0673 0.3472 0.9864 -0.36
N 3.2285 -2.0907 -1.7340 0.15
S 1.6374 -0.4682 1.5000 0.90
H 0.4393 -0.8549 -2.1725 0.11
H 0.1294 1.3277 0.7367 0.03
H -0.9215 0.0303 1.5837 0.14
```

As for the LUMO energy: 0.0 eV. The calculation puts the orbital gap at 9.16 eV. Its SMILES is N#C/C=C1/CS1. Its molar mass is 97.1 g/mol.



Entry b
ORCA calculation (ωB97M-V/def2-TZVPD) on a structure of composition C4H3NS.

```
9
Properties=species:S:1:pos:R:3:lowdin_charge:R:1
C -0.9369 1.0172 -0.1616 -0.04
C -2.3041 0.5651 0.0964 -0.38
C 0.3913 0.7660 -0.1051 -0.49
C 0.0145 -0.7582 0.0267 -0.28
N 1.5471 1.2418 -0.2379 0.13
S -1.9228 -1.0976 0.1437 0.84
H 0.3975 -1.2536 -0.7355 0.02
H 0.4317 -1.1784 1.0809 0.15
H 2.3817 0.6978 -0.1075 0.05
```

As for the LUMO energy: -0.8 eV. The calculation puts the orbital gap at 8.04 eV. Its molar mass is 97.1 g/mol.



Least stable = entry b



Entry a
ORCA calculation (ωB97M-V/def2-TZVPD) on an isolated molecule of C4H3NS.

```
9
Properties=species:S:1:pos:R:3:lowdin_charge:R:1
C 0.6022 1.1508 -0.2334 0.10
C 0.1910 -0.1019 -0.0547 -0.39
C -1.0028 -0.2329 0.7429 -0.66
C 0.6882 -1.2684 -0.7903 -0.19
H 0.3127 2.0842 0.2459 0.09
H 1.4059 1.3399 -0.9000 0.07
H -1.2291 0.7756 1.2910 0.09
N 1.1169 -2.2860 -1.1248 0.18
S -2.0850 -1.4613 0.8234 0.70
```

As for the LUMO energy: -1.3 eV. The calculation puts the orbital gap at 7.89 eV. Its SMILES is C=C(C#N)C=S. Its molar mass is 97.1 g/mol.



Entry b
ORCA calculation (ωB97M-V/def2-TZVPD) on an isolated molecule of C4H3NS.

```
9
Properties=species:S:1:pos:R:3:lowdin_charge:R:1
C 1.2306 -0.0814 -0.0070 -0.25
C 1.4710 -1.3910 0.1274 0.14
C 0.0791 0.6826 0.2150 -0.15
C -2.3263 0.1958 -0.0277 -0.75
N -1.1313 0.1866 0.0360 0.06
S -3.8670 -0.0164 -0.1141 0.72
H 2.0988 0.5585 -0.1919 0.10
H 2.2791 -1.8935 -0.3818 0.02
H 0.1660 1.7588 0.3441 0.12
```

As for the LUMO energy (alpha / beta): -1.3 / -0.8 eV. The calculation puts the orbital gap (alpha / beta) at 8.00 / 6.74 eV. Its molar mass is 97.1 g/mol.



Least stable = entry b



Entry a
ORCA calculation (ωB97M-V/def2-TZVPD) on a cluster of 2 separate species, C9H13NO in total.

```
24
Properties=species:S:1:pos:R:3:lowdin_charge:R:1
C -1.4956 -1.5449 1.0392 -0.06
C -2.1819 -0.5938 0.0988 -0.60
C -2.8637 1.6405 -0.6828 -0.10
C 3.3693 -0.5491 -0.4171 -0.08
C 3.3042 0.6519 0.2259 -0.11
C 2.0585 1.2703 0.4193 -0.07
C 0.8904 0.6143 -0.0069 -0.09
C 0.9862 -0.6844 -0.5301 -0.11
C 2.1870 -1.3079 -0.7201 -0.06
H -0.6407 -0.9649 1.5143 0.07
H -0.8536 -2.4709 0.5563 0.13
H -2.1732 -2.1269 1.8236 0.12
H -1.3071 1.2953 0.7142 0.16
H -3.1938 0.7819 -1.5555 0.14
H -3.7551 2.2155 -0.2116 0.10
H -1.9991 2.1397 -1.2645 0.09
H 4.3552 -0.9763 -0.4820 0.10
H 4.2055 1.1712 0.4964 0.10
H 2.0253 2.1573 1.0785 0.11
H 0.0289 1.1333 0.2126 0.02
H 0.0673 -1.1537 -0.8524 0.09
H 2.2650 -2.2898 -1.1923 0.11
N -2.2087 0.7493 0.2915 -0.06
O -3.0702 -1.1578 -0.5551 0.00
```

As for the LUMO energy: 0.7 eV. The calculation puts the orbital gap at 10.20 eV. Its SMILES is CNC(C)=O.c1ccccc1. Its molar mass is 151.2 g/mol.



Entry b
ORCA calculation (ωB97M-V/def2-TZVPD) on a structure of composition C9H13NO.

```
24
Properties=species:S:1:pos:R:3:lowdin_charge:R:1
C 3.4306 -0.4108 -0.1913 -0.11
C 2.3996 -1.3807 -0.4122 -0.08
C 1.1142 -0.9904 0.0128 -0.19
C 0.7762 0.1702 0.6138 -0.20
C 1.7361 1.1037 0.5962 -0.15
C 2.9407 0.9085 0.0221 -0.13
C -2.7510 -1.5809 0.3404 0.02
C -1.8500 -0.4418 -0.0200 -0.48
C -1.4937 1.9064 -0.5304 -0.05
H 4.5344 -0.7104 -0.2329 0.11
H 2.7611 -2.4040 -0.8741 0.13
H 0.4357 -1.9250 -0.3081 0.16
H -0.2633 0.3809 1.2324 0.18
H 1.4899 2.0647 1.1000 0.12
H 3.8033 1.6337 0.2154 0.11
H -3.7512 -1.3986 0.5483 0.05
H -2.3368 -2.0993 1.2107 0.10
H -2.6548 -2.2441 -0.5776 0.12
H -3.4304 0.9999 -0.2112 0.15
H -0.6661 1.2689 -1.0968 0.13
H -2.0709 2.3844 -1.3546 0.08
H -1.0962 2.6160 0.1956 0.07
N -2.4267 0.8002 -0.0317 0.04
O -0.6308 -0.6513 -0.2468 -0.17
```

As for the LUMO energy: 0.6 eV. The calculation puts the orbital gap at 8.09 eV. Its molar mass is 151.2 g/mol.



Entry c
ORCA calculation (ωB97M-V/def2-TZVPD) on a cluster of 2 separate species, C9H13NO in total.

```
24
Properties=species:S:1:pos:R:3:lowdin_charge:R:1
C 1.5880 1.2670 -0.5791 -0.14
C 0.3958 0.7636 -0.9176 -0.12
C 0.9781 0.7421 1.7454 -0.05
C 1.5750 -1.7533 -1.6331 -0.10
C 0.6890 -1.9304 -0.7399 0.02
C 2.0560 1.2825 0.7441 -0.16
C -0.3455 -0.0058 0.0486 -0.26
C -2.6769 -0.5196 1.0792 -0.04
C -1.8729 -0.1459 -0.2362 -0.36
N -0.1121 0.1918 1.3731 0.09
O -2.4115 1.0482 -0.7162 -0.03
H 2.0599 1.9200 -1.3916 0.14
H -0.0677 0.8592 -1.9115 0.14
H 1.2389 0.8361 2.8065 0.11
H 1.9829 -2.5541 -2.3217 0.08
H 1.8424 -0.7173 -1.8752 0.03
H 0.3792 -2.8385 -0.4026 0.01
H 2.9282 0.6512 0.8133 0.12
H 2.4325 2.2146 0.9763 0.09
H -2.5771 0.0781 1.8994 0.03
H -2.1704 -1.4387 1.4902 0.09
H -3.6623 -0.8633 0.8917 0.06
H -2.1933 -0.8031 -1.0016 0.12
H -2.0564 1.7155 -0.1415 0.09
```

As for the LUMO energy (alpha / beta): 0.0 / 0.0 eV. The calculation puts the orbital gap (alpha / beta) at 8.04 / 8.04 eV. Its molar mass is 151.2 g/mol.



Least stable = entry b



Entry a
ORCA calculation (ωB97M-V/def2-TZVPD) on a cluster of 2 separate species, C9H13NO in total.

```
24
Properties=species:S:1:pos:R:3:lowdin_charge:R:1
C 2.7594 -1.8901 -1.2696 -0.01
C 2.1531 -2.9345 -0.3581 -0.61
O 1.9995 -4.0917 -0.6822 0.04
N 1.7982 -2.4746 0.8711 0.15
H 3.3240 -1.1659 -0.6913 0.07
H 2.0235 -1.4391 -1.9442 0.08
H 1.3695 -3.0920 1.5380 0.11
H 1.8950 -1.5151 1.1525 0.09
H 3.4661 -2.3824 -1.9308 0.08
C -0.7616 3.5017 -0.0178 -0.06
C -0.7746 -0.2996 -0.1840 -0.09
C -0.4428 1.0426 -0.3961 -0.06
C -1.9336 -0.5993 0.4946 -0.10
C -1.2126 2.0798 0.1097 -0.29
C -2.7713 0.4206 0.9504 -0.09
C -2.4039 1.7352 0.7636 -0.06
H -0.0359 -1.0217 -0.4894 0.07
H 0.4523 1.3050 -0.9528 0.11
H -2.2400 -1.6255 0.6556 0.10
H -3.6930 0.1886 1.4585 0.10
H -1.1728 4.1474 0.7653 0.08
H -1.1021 3.9518 -0.9581 0.08
H -3.0202 2.5731 1.0858 0.11
H 0.3240 3.5856 0.0290 0.08
```

As for the LUMO energy: 0.7 eV. The calculation puts the orbital gap at 9.92 eV. Its SMILES is Cc1ccccc1.CC(N)=O. Its molar mass is 151.2 g/mol.



Entry b
ORCA calculation (ωB97M-V/def2-TZVPD) on a structure of composition C9H13NO.

```
24
Properties=species:S:1:pos:R:3:lowdin_charge:R:1
C -1.1563 1.4023 2.1317 0.00
C -0.5517 0.1243 1.6460 -0.58
C -0.8525 -1.7994 0.2356 -0.06
C 2.1709 0.5979 -0.7001 -0.06
C 1.0263 1.2418 -0.1461 -0.08
C -0.1721 0.7495 -0.6869 -0.22
C -0.1935 -0.2160 -1.6577 -0.21
C 0.8789 -0.8707 -2.0709 -0.18
C 2.0992 -0.5919 -1.5191 -0.11
H -2.2396 1.4733 1.8661 0.09
H -0.5968 2.3243 1.7945 0.09
H -1.1890 1.4258 3.2642 0.11
H -2.0648 -0.0611 0.0473 0.17
H 0.1035 -1.9839 0.8176 0.11
H -1.6758 -2.4776 0.6459 0.11
H -0.6741 -1.9464 -0.8995 0.09
H 3.2253 0.9573 -0.3912 0.12
H 0.9919 2.1454 0.5325 0.11
H -1.1722 1.1813 -0.5514 0.12
H -1.2506 -0.3604 -2.1321 0.16
H 1.0246 -1.4755 -3.0224 0.14
H 3.0294 -1.0581 -1.8748 0.10
N -1.1894 -0.3951 0.5236 -0.09
O 0.4283 -0.3871 2.1471 0.08
```

As for the LUMO energy: 0.6 eV. The calculation puts the orbital gap at 8.19 eV. Its molar mass is 151.2 g/mol.



Entry c
ORCA calculation (ωB97M-V/def2-TZVPD) on an isolated molecule of C9H13NO.

```
24
Properties=species:S:1:pos:R:3:lowdin_charge:R:1
C 0.7791 -0.6422 -0.0469 -0.16
C 2.0220 -0.6465 0.4965 -0.10
C 0.4288 -0.2957 -1.4541 -0.40
C -1.7759 -0.8946 0.4381 0.05
C -0.3690 -0.8533 0.9777 -0.15
C -1.4567 0.0974 1.2067 -0.33
C 3.3473 -0.1891 -0.0173 -0.08
C -0.2949 1.0123 -1.6361 -0.01
C -2.8117 1.9274 1.4973 -0.05
N 0.8616 -1.0988 -2.3295 0.16
O -1.5832 1.2686 1.7898 -0.02
H 2.1023 -1.0316 1.5540 0.12
H -2.3920 -1.2953 -0.3796 0.12
H -0.1061 -1.4977 1.7959 0.11
H 3.2387 -0.2339 -1.0963 0.07
H 4.1674 -0.8272 0.2329 0.07
H 3.4399 0.7999 0.2378 0.05
H 0.2758 1.7012 -1.0953 0.07
H -0.1946 1.1239 -2.7110 0.08
H -1.3590 0.9774 -1.2623 0.09
H -2.8191 2.3296 0.4802 0.09
H -2.7752 2.7799 2.0978 0.07
H -3.7159 1.3056 1.7026 0.12
H 0.8029 -0.8932 -3.3112 0.05
```

As for the LUMO energy: 0.8 eV. The calculation puts the orbital gap at 9.23 eV. Its SMILES is [H]/N=C(C)/C(=C\C)[C@@H]1C=C1OC. Its molar mass is 151.2 g/mol.



Least stable = entry c



Entry a
ORCA calculation (ωB97M-V/def2-TZVPD) on an isolated molecule of C9H10N2S.

```
22
Properties=species:S:1:pos:R:3:lowdin_charge:R:1
C -0.8039 -2.7988 0.1941 -0.08
C -1.8475 -1.8253 0.2214 -0.07
C 0.4690 -2.4814 -0.1491 -0.03
C -1.6046 -0.6314 -0.2631 -0.06
C 0.7130 -1.1037 -0.4071 -0.18
C -0.3296 -0.2258 -0.6611 -0.24
C 2.9106 0.2304 -0.0608 -0.77
C -0.2384 1.9403 0.9917 -0.07
C -0.3512 2.2736 -0.5465 -0.22
N 2.0870 -0.6698 -0.1765 0.10
N -0.0011 1.0473 -1.2238 0.00
S 4.1572 0.9992 0.5421 0.67
H -0.8963 -3.8087 0.5699 0.10
H -2.8724 -2.0228 0.4344 0.10
H 1.3887 -3.0102 0.1341 0.12
H -2.2303 0.2210 -0.2974 0.11
H 0.0970 2.7320 1.6706 0.08
H 0.4120 1.0173 1.0199 0.08
H -1.2462 1.6259 1.1605 0.04
H 0.6514 2.8630 -0.6703 0.14
H -1.2811 2.7878 -0.8388 0.11
H 0.8165 0.8403 -1.6441 0.06
```

As for the LUMO energy: 0.2 eV. The calculation puts the orbital gap at 8.36 eV. Its SMILES is CCNc1ccccc1N=C=S. Its molar mass is 178.3 g/mol.



Entry b
ORCA calculation (ωB97M-V/def2-TZVPD) on an isolated molecule of C9H10N2S.

```
22
Properties=species:S:1:pos:R:3:lowdin_charge:R:1
C 1.1577 0.4759 -2.6633 -0.15
C 2.0330 -1.0043 1.0755 -0.12
C 0.8653 -0.1025 0.9246 -0.57
C 2.7952 -1.3068 -0.0055 -0.09
C 1.2004 0.8581 -0.2734 -0.12
C -2.3406 0.6533 -0.2979 -0.19
C -3.2450 -0.2441 0.5746 -0.18
C -1.9228 0.0941 1.0411 -0.61
C 1.5581 -0.0147 -1.4022 -0.36
N 0.9104 1.1329 -3.5980 0.17
N 2.3785 -0.9939 -1.3370 0.15
S -0.6077 -1.1867 0.8518 0.94
H 2.2296 -1.4758 2.0129 0.10
H 0.7276 0.4426 1.8222 0.09
H 3.3677 -2.1467 0.0664 0.07
H 0.3658 1.7173 -0.4474 0.17
H 1.9843 1.5300 0.0176 0.12
H -1.8769 0.2104 -1.1807 0.08
H -2.5551 1.7513 -0.5669 0.12
H -4.0087 0.1358 1.2859 0.12
H -3.2621 -1.2640 0.0931 0.11
H -1.7545 0.7377 2.0068 0.15
```

As for the LUMO energy: -0.5 eV. The calculation puts the orbital gap at 8.50 eV. Its SMILES is N#CC1=NC=C[C@H](SC2CC2)C1. Its molar mass is 178.3 g/mol.



Least stable = entry b



Entry a
ORCA calculation (ωB97M-V/def2-TZVPD) on an isolated molecule of C18H22N2O4S.

```
47
Properties=species:S:1:pos:R:3:lowdin_charge:R:1
C -0.3662 3.5048 -3.2195 -0.06
C -0.5157 2.2501 -4.0740 -0.23
H -1.5715 2.0083 -4.2396 0.12
O 0.1718 1.1388 -3.5269 -0.04
C -0.3447 0.4724 -2.4693 -0.21
C -1.5737 0.7077 -1.8938 0.00
C -1.9671 -0.0152 -0.7620 -0.06
C -1.1668 -0.9761 -0.2117 -0.21
C 0.0642 -1.3162 -0.8157 -0.15
C 0.8885 -2.3642 -0.3535 -0.03
C 2.0863 -2.6326 -0.9589 -0.05
C 2.5205 -1.8692 -2.0513 -0.06
C 1.7349 -0.8615 -2.5389 -0.01
C 0.4907 -0.5648 -1.9459 -0.10
H 2.0432 -0.2795 -3.3930 0.12
H 3.4706 -2.0897 -2.5138 0.11
H 2.7026 -3.4417 -0.5974 0.11
H 0.5366 -2.9612 0.4715 0.10
S -1.7096 -1.6060 1.3861 0.69
O -3.1131 -1.3326 1.4814 -0.28
O -1.2548 -2.9478 1.6059 -0.28
N -0.9707 -0.6565 2.5341 -0.23
C 0.3870 -0.9243 2.9336 -0.17
C 1.4041 -0.0816 2.1586 -0.11
H 1.4267 -0.4139 1.1206 0.09
H 2.3976 -0.2378 2.5822 0.13
C 1.0398 1.4058 2.2357 -0.23
C 1.9845 2.2550 1.3882 -0.53
O 2.6638 3.1420 1.8517 0.06
N 1.9882 1.9666 0.0653 0.20
H 1.4893 1.1896 -0.3310 0.07
H 2.6248 2.4730 -0.5273 0.12
C -0.4151 1.6354 1.8077 -0.12
C -1.3530 0.7304 2.6118 -0.18
H -1.3368 1.0281 3.6665 0.13
H -2.3784 0.7965 2.2482 0.11
H -0.5289 1.4239 0.7438 0.09
H -0.6856 2.6789 1.9772 0.13
H 1.1579 1.7440 3.2705 0.15
H 0.4694 -0.7093 4.0053 0.13
H 0.5589 -1.9893 2.7788 0.11
H -2.9176 0.1888 -0.2957 0.12
H -2.2457 1.4548 -2.2827 0.11
H -0.0418 2.4042 -5.0471 0.13
H -0.7960 3.3604 -2.2313 0.07
H 0.6863 3.7509 -3.1035 0.08
H -0.8695 4.3365 -3.7037 0.08
```

As for the LUMO energy: -0.1 eV. The calculation puts the orbital gap at 8.46 eV. Its SMILES is CCOc1ccc(S(=O)(=O)N2CCC(C(N)=O)CC2)c2ccccc12. Its molar mass is 362.5 g/mol.



Entry b
ORCA calculation (ωB97M-V/def2-TZVPD) on an isolated molecule of C18H22N2O4S.

```
47
Properties=species:S:1:pos:R:3:lowdin_charge:R:1
C -8.4683 0.6279 -0.0027 -0.10
C -7.0362 0.7264 0.5074 -0.22
H -7.0406 0.8595 1.5927 0.11
C -6.1895 -0.5026 0.1510 -0.38
N -4.7939 -0.2345 0.4373 0.08
C -3.8426 -0.1459 -0.5231 -0.50
O -4.0833 -0.2942 -1.7069 0.05
C -2.4843 0.1392 -0.0027 0.01
C -1.4583 0.2526 -0.8516 -0.02
C -0.0674 0.5208 -0.5348 -0.20
C 0.3965 0.6725 0.7766 -0.01
C 1.7319 0.9199 1.0257 -0.05
C 2.6148 1.0220 -0.0326 -0.28
C 2.1851 0.8829 -1.3376 -0.05
C 0.8488 0.6329 -1.5863 -0.01
H 0.5006 0.5239 -2.6026 0.12
H 2.9021 0.9865 -2.1366 0.11
S 4.3464 1.2819 0.3119 0.66
O 5.0033 1.6930 -0.8956 -0.29
O 4.4846 2.0783 1.4954 -0.28
N 4.7916 -0.2831 0.7272 -0.12
H 5.2363 -0.2985 1.6323 0.11
C 5.4758 -1.0820 -0.2759 -0.15
C 6.9555 -0.8834 -0.2682 -0.27
C 7.7348 0.1300 -0.7428 -0.02
C 9.0668 -0.1991 -0.3911 -0.06
C 8.9969 -1.3834 0.2730 -0.12
O 7.7237 -1.8063 0.3580 0.04
H 9.7492 -2.0057 0.7156 0.12
H 9.9485 0.3686 -0.6056 0.10
H 7.3860 0.9968 -1.2645 0.10
H 5.0634 -0.7772 -1.2384 0.12
H 5.2481 -2.1368 -0.0929 0.13
H 2.1081 1.0495 2.0278 0.12
H -0.2914 0.5949 1.6036 0.11
H -1.6909 0.1294 -1.9030 0.12
H -2.3763 0.2458 1.0666 0.10
H -4.5464 -0.0908 1.4035 0.14
C -6.6319 -1.7571 0.8997 -0.04
H -7.6385 -2.0389 0.6074 0.07
H -5.9641 -2.5833 0.6673 0.08
H -6.6158 -1.5857 1.9748 0.08
H -6.2378 -0.6765 -0.9291 0.14
H -6.5603 1.6038 0.0634 0.11
H -9.0061 -0.1792 0.4875 0.06
H -8.9991 1.5563 0.1939 0.07
H -8.4759 0.4490 -1.0751 0.08
```

As for the LUMO energy: -0.3 eV. The calculation puts the orbital gap at 8.35 eV. Its SMILES is CC[C@H](C)NC(=O)/C=C/c1ccc(S(=O)(=O)NCc2ccco2)cc1. Its molar mass is 362.5 g/mol.



Least stable = entry b